# 1
{
  "formula": "C31H25N4O2PTc",
  "method": "ωB97M-V/def2-TZVPD",
  "symbols": ["Tc", "O", "C", "C", "C", "C", "C", "C", "C", "O", "N", "N", "C", "C", "C", "C", "C", "C", "N", "H", "H", "H", "H", "H", "H", "H", "H", "H", "H", "N", "P", "C", "C", "C", "C", "C", "C", "C", "C", "C", "C", "C", "C", "C", "C", "C", "C", "C", "C", "H", "H", "H", "H", "H", "H", "H", "H", "H", "H", "H", "H", "H", "H", "H"],
  "positions_angstrom": [[0.742, 1.206, -0.660], [-2.654, 2.590, -4.754], [-1.415, 2.823, -5.203], [-1.305, 3.232, -6.530], [-0.071, 3.499, -7.072], [1.106, 3.370, -6.318], [1.015, 2.964, -5.019], [-0.242, 2.676, -4.429], [-0.278, 2.241, -3.069], [0.885, 2.062, -2.424], [-1.427, 2.033, -2.438], [-1.153, 1.617, -1.176], [-1.943, 1.526, -0.178], [-1.096, 1.215, 1.070], [-1.807, 1.220, 2.373], [-1.601, 2.239, 3.251], [-0.663, 3.253, 2.983], [0.166, 3.169, 1.824], [-0.011, 2.243, 0.946], [-2.624, 2.355, -3.810], [-2.213, 3.337, -7.107], [-0.011, 3.821, -8.104], [2.066, 3.595, -6.760], [1.905, 2.860, -4.415], [-3.010, 1.715, -0.220], [-2.517, 0.426, 2.574], [-2.157, 2.271, 4.178], [-0.515, 4.070, 3.673], [0.983, 3.864, 1.668], [-0.236, 0.075, 0.702], [0.170, -1.364, 1.327], [-1.019, -2.640, 1.029], [-2.275, -2.324, 0.515], [-3.194, -3.336, 0.278], [-2.851, -4.654, 0.543], [-1.593, -4.973, 1.041], [-0.672, -3.970, 1.286], [1.678, -1.580, 0.360], [2.864, -1.998, 0.939], [4.033, -2.032, 0.178], [4.023, -1.646, -1.151], [2.833, -1.252, -1.755], [1.659, -1.226, -1.011], [0.538, -1.269, 3.056], [-0.145, -2.050, 3.989], [0.133, -1.900, 5.342], [1.084, -0.979, 5.754], [1.765, -0.195, 4.825], [1.494, -0.336, 3.478], [-2.534, -1.297, 0.285], [-4.171, -3.098, -0.120], [-3.567, -5.443, 0.351], [-1.333, -6.005, 1.237], [0.309, -4.225, 1.670], [2.896, -2.267, 1.987], [4.958, -2.355, 0.636], [4.936, -1.675, -1.730], [2.812, -1.005, -2.809], [0.699, -1.128, -1.544], [-0.893, -2.762, 3.668], [-0.392, -2.502, 6.070], [1.302, -0.870, 6.808], [2.509, 0.516, 5.158], [2.028, 0.271, 2.754]],
  "lumo_ev": [-6.6167, -7.7832],
  "spin_multiplicity": 4,
  "max_force_ha_per_bohr": 0.013,
  "mol_weight_g_mol": 614.5,
  "total_charge": 2,
  "e_homo_ha": [-0.4806, -0.4802],
  "de_lowest_kcal_mol": 0.0
}


# 2
{
  "formula": "C2HCl2N",
  "method": "ωB97M-V/def2-TZVPD",
  "symbols": ["C", "C", "N", "Cl", "Cl", "H"],
  "positions_angstrom": [[-0.316, 0.428, -0.884], [-0.279, -0.449, 0.151], [-0.363, 1.251, -1.689], [0.588, -1.850, 0.084], [1.512, 1.081, 1.658], [-1.142, -0.463, 0.679]],
  "lumo_ev": [-3.5008, -2.7203],
  "max_force_ha_per_bohr": 0.063,
  "mol_weight_g_mol": 109.9,
  "e_homo_ha": [-0.3734, -0.4114],
  "de_lowest_kcal_mol": 61.6
}